[1]
Below is C20H40CoF9N2O8 as an isolated structure in a non-equilibrium geometry, with properties calculated with ωB97M-V/def2-TZVPD.

Atoms and positions in Å:
Co -5.7087 -4.4910 31.2240
C -2.4083 -4.7381 31.0864
O -2.5196 -3.8174 29.9868
O -3.6699 -5.2010 31.3193
C -1.3772 -5.8755 30.8335
F -1.6827 -6.6746 29.8135
F -0.1566 -5.3246 30.5394
F -1.2545 -6.5955 31.9441
C -1.4680 -2.8963 29.7429
C -2.0517 -1.8564 28.7948
H -2.7958 -1.2123 29.2680
H -1.3098 -1.1213 28.4596
H -2.4538 -2.2191 27.8485
H -0.6212 -3.3751 29.2410
H -1.0899 -2.4784 30.6810
H -2.0714 -4.1794 31.9738
C -6.6429 -4.3212 34.4293
O -7.9502 -3.9558 33.9711
O -5.8403 -4.3054 33.3432
C -6.1609 -3.4266 35.5841
F -5.6996 -2.1996 35.2537
F -7.1752 -3.1565 36.4672
F -5.2012 -4.0371 36.2987
C -9.0538 -4.4991 34.6647
C -10.3483 -3.8741 34.1089
H -11.1917 -4.2860 34.6582
H -10.1924 -2.8240 34.3681
H -10.3927 -3.9999 33.0293
H -9.0435 -4.2673 35.7331
H -9.0810 -5.5895 34.5638
H -6.6185 -5.3544 34.8060
C -7.9743 -6.8780 30.6502
O -9.0423 -5.9106 30.5790
O -6.8128 -6.2664 30.8237
C -8.3998 -8.0258 31.6262
F -7.9375 -7.9627 32.8899
F -9.7484 -8.1317 31.8063
F -8.0463 -9.2221 31.1130
C -10.1052 -6.0514 29.6414
C -11.2101 -5.1331 30.0507
H -12.1096 -5.1796 29.4347
H -11.5572 -5.3344 31.0674
H -10.8644 -4.0956 30.0820
H -10.4761 -7.0797 29.6401
H -9.8213 -5.7931 28.6157
H -8.0022 -7.3390 29.6487
C -8.9208 -1.3318 31.1334
C -7.5882 -2.0145 30.8041
C -6.5014 -1.4935 31.7519
O -5.2828 -2.1380 31.3962
C -4.1891 -1.5432 32.0363
N -7.6674 -3.4236 31.1278
H -9.6773 -1.5612 30.3812
H -8.7860 -0.2539 31.2542
H -9.2910 -1.7433 32.0733
H -7.2933 -1.8377 29.7680
H -6.7732 -1.7268 32.7859
H -6.3982 -0.4054 31.6737
H -3.9003 -0.6062 31.5350
H -3.2662 -2.0991 31.8664
H -4.3658 -1.4138 33.1049
H -8.3001 -4.0467 30.6340
H -7.9502 -3.4767 32.1048
C -4.7903 -5.9826 28.1534
C -5.4087 -4.6142 27.9648
C -6.8274 -4.6011 27.4487
O -7.2544 -3.2544 27.2937
C -8.6496 -3.1767 27.1038
N -5.3152 -3.8008 29.1922
H -5.4734 -6.6792 28.6436
H -3.8051 -5.9768 28.6078
H -4.7167 -6.4185 27.1476
H -4.8180 -4.0672 27.2127
H -7.4449 -5.0771 28.2247
H -6.9934 -5.1535 26.5178
H -9.0285 -2.1538 27.0939
H -9.1892 -3.5743 27.9721
H -8.9750 -3.6994 26.2022
H -5.7207 -2.9190 28.8936
H -4.3219 -3.6566 29.3549

Output
E = -102835.622 eV
2S+1 = 4
gap between HOMO and LUMO (alpha / beta) = 7.8 / 7.7 eV
maximum force = 0.067 hartree/bohr
LUMO level (alpha / beta) = 2.55 / 2.55 eV
relative energy (zero: lowest compared OMol25 entry of this formula, charge and spin) = 0.00 kcal per mole
net charge = -1

Taken from the Löwdin analysis, the atomic charges in e are: 0.796 -0.424 -0.146 -0.189 -0.558 0.151 0.091 0.156 -0.263 -0.074 0.062 0.068 0.074 0.108 0.119 0.147 -0.424 -0.121 -0.183 -0.517 0.120 0.087 0.133 -0.268 -0.060 0.071 0.073 0.055 0.105 0.119 0.158 -0.445 -0.140 -0.166 -0.506 0.133 0.094 0.114 -0.285 -0.085 0.074 0.075 0.061 0.116 0.100 0.140 -0.041 -0.384 -0.176 -0.228 -0.087 0.052 0.067 0.075 0.068 0.126 0.126 0.128 0.088 0.076 0.093 0.073 0.064 -0.034 -0.388 -0.186 -0.188 -0.112 0.053 0.076 0.067 0.078 0.138 0.117 0.133 0.085 0.070 0.088 0.077 0.057

[2]
Below is one molecule with the formula CH5NS in a non-equilibrium geometry, with properties calculated with ωB97M-V/def2-TZVPD.

Atoms and positions in Å:
C 0.3543 -0.0227 0.6217
N -0.3969 0.5642 -0.5796
S -1.5345 -0.4976 -1.2801
H 1.4022 -0.4298 0.1840
H 0.7004 0.6962 1.1917
H -0.1939 -0.8138 1.0302
H -0.8925 1.4185 -0.3122
H -0.9586 -0.3911 -2.4449

Output
E = -13441.949 eV
gap between HOMO and LUMO = 10.1 eV
maximum force = 0.141 hartree/bohr
LUMO level = 0.97 eV
relative energy (zero: lowest compared OMol25 entry of this formula, charge and spin) = 17.18 kcal per mole
net charge = 0

Taken from the Löwdin analysis, the atomic charges in e are: -0.158 -0.532 0.684 0.121 -0.001 0.026 0.039 -0.179

[3]
Below is a 40-piece molecular cluster, H80O40 overall in a non-equilibrium geometry, with properties calculated with ωB97M-V/def2-TZVPD.

Atoms and positions in Å:
H 5.3250 0.3045 -1.1296
H 6.6650 0.6916 -1.0171
O 5.9632 0.5902 -1.7643
H -0.9924 4.5516 -0.2216
H -1.3908 5.9354 -0.1118
O -1.3205 5.2694 -0.7858
H -3.3541 1.1294 3.4903
H -4.3974 2.1539 3.5114
O -3.4978 1.9917 3.7778
H 4.8075 -3.0105 -1.6139
H 5.9224 -3.5760 -0.5898
O 5.0488 -3.2337 -0.7016
H -1.3858 -2.7022 -2.0978
H -0.5033 -1.6619 -2.9744
O -0.7868 -1.9470 -2.1383
H -2.1563 -0.2659 2.8428
O -3.0866 -0.5418 2.7161
H 1.8551 -0.5107 2.2675
O 2.2384 -0.4136 3.1862
H 0.1360 3.1675 -2.8083
H 0.7380 1.7538 -2.5599
O 0.8123 2.6147 -2.2998
H 1.7062 2.4151 5.9566
H 0.4135 1.6457 5.8522
O 1.3342 1.5337 6.0580
H 5.9119 1.6407 2.0194
H 5.4458 0.1919 1.8512
O 6.0596 0.8403 1.4684
H 1.5960 -4.0013 2.0843
H 2.4111 -3.0865 3.0889
O 2.3048 -3.3197 2.1170
H 1.5170 -1.7108 -3.2038
O 1.4405 -0.9169 -2.6374
H 3.2508 -1.6055 0.8557
H 2.3982 -1.2040 -0.3436
O 2.8797 -0.9047 0.4287
H -1.4043 6.1347 2.6670
H 0.0464 5.8012 2.5574
O -0.7096 5.9985 1.9918
H -1.4550 -3.6037 -4.6497
H -0.3229 -4.3814 -4.1893
O -0.9045 -3.6554 -3.9062
H -0.8662 1.3275 2.0915
H 0.4332 0.7455 2.2391
O -0.0452 1.4870 2.5572
H 1.1970 4.3787 -4.3478
H 1.9551 3.1811 -5.2545
O 1.3211 3.3728 -4.5378
H -1.3402 -1.1670 4.9368
H -0.3010 -0.0537 4.5726
O -0.6916 -0.9564 4.2373
H -0.8117 -1.6692 2.5228
O -0.8239 -1.5602 1.6204
H 1.6625 4.2798 -0.6876
H 0.1638 4.0357 -0.5351
O 1.0115 4.1682 0.0613
H -0.3992 0.5617 -0.8527
O 0.2154 0.0085 -0.4279
H -2.2373 -3.7726 -0.8135
H -3.8163 -4.1856 -0.5627
O -3.0802 -4.0280 -1.2081
H 0.0028 3.8821 2.5576
H -0.0813 2.8838 3.5808
O 0.3671 3.6995 3.4494
H 1.7827 -6.1514 -2.1588
H 1.9921 -4.6412 -2.4544
O 1.3627 -5.3410 -2.7439
H 2.0960 1.4018 0.7177
H 1.9363 2.8737 1.2622
O 2.0672 1.8579 1.5422
H 2.4932 -3.8870 0.0848
H 1.3520 -4.6338 -0.2548
O 2.2304 -4.5487 -0.5969
H -4.6656 -0.6594 -2.7146
H -5.3238 0.5849 -3.5564
O -4.5627 0.2775 -3.0365
H -0.1991 -3.3485 -0.0329
H 0.0963 -4.1897 -1.5558
O -0.3366 -4.0655 -0.6668
H -4.8916 -1.7535 -0.7648
H -4.0724 -2.6843 -1.5658
O -4.8320 -2.1787 -1.5160
H 3.8735 -2.8819 -3.9237
H 3.7241 -1.8665 -5.0430
O 3.2634 -2.1534 -4.2170
H 4.6537 3.0920 0.9599
H 5.3318 3.4079 2.2022
O 5.3872 3.6274 1.2479
H -2.9828 1.5628 -5.9482
O -3.5875 1.3295 -5.1445
H 0.8825 -3.5253 5.9152
H 1.0367 -2.1359 5.1355
O 1.4246 -2.9497 5.4466
H -0.4295 -1.5239 0.7853
H -3.1316 -1.3729 2.3082
H 0.0006 -0.7568 -1.0639
H 2.4240 0.6009 3.1820
H 2.0248 -0.2074 -2.9593
H -2.8208 1.2457 -4.4840
O -4.2723 -0.3368 0.4719
H -4.4859 0.3378 -0.1139
H -3.3699 -0.2365 0.7011
O -2.4844 4.2313 4.6153
H -2.3369 3.4100 5.0832
H -2.6444 4.0275 3.6822
O -0.7349 5.2440 -3.9539
H -1.4787 4.8247 -4.4089
H -1.0465 5.4142 -3.0698
O -3.9359 4.2583 2.2349
H -3.9923 4.2239 3.1969
H -3.9630 3.3838 1.7546
O -1.9823 1.6978 -2.5546
H -1.4380 1.0448 -2.2128
H -2.4440 2.1323 -1.8763
O -3.5079 -3.1245 -4.1942
H -3.5332 -3.6219 -3.3262
H -3.7696 -2.3728 -3.5765
O -0.8295 -6.8699 -0.4624
H -1.2772 -6.1608 -0.8838
H -0.4672 -6.6348 0.2613

Output
E = -83193.039 eV
2S+1 = 2
gap between HOMO and LUMO (alpha / beta) = 2.0 / 9.5 eV
maximum force = 0.184 hartree/bohr
LUMO level (alpha / beta) = 1.49 / 1.43 eV
relative energy (zero: lowest compared OMol25 entry of this formula, charge and spin) = 166.13 kcal per mole
net charge = -1

Atom charges from the Löwdin analysis, given in e for atoms 1 to 99: -0.024 0.075 -0.103 0.000 0.021 -0.052 -0.040 0.046 -0.030 0.029 0.024 -0.040 0.012 0.007 -0.075 0.009 -0.079 0.007 -0.122 0.055 -0.048 -0.063 0.039 -0.002 -0.046 0.021 0.044 -0.066 0.048 0.063 -0.091 0.033 -0.082 -0.043 0.018 -0.013 0.058 0.034 -0.059 0.006 0.052 -0.043 0.036 -0.013 -0.071 0.076 0.043 -0.127 0.070 0.093 -0.116 -0.038 -0.024 0.077 0.051 -0.118 -0.028 -0.069 0.014 0.100 -0.070 0.016 -0.039 -0.082 0.144 0.012 -0.148 -0.004 0.096 -0.111 0.030 -0.019 -0.088 0.013 0.044 -0.100 0.046 0.062 -0.101 -0.072 -0.063 0.017 0.058 0.068 -0.083 0.010 0.046 -0.057 0.074 -0.158 -0.007 -0.006 -0.032 -0.019 0.009 0.027 0.070 0.066 0.025

[4]
Below is one molecule with the formula C4H4N4O4 in a non-equilibrium geometry, with properties calculated with ωB97M-V/def2-TZVPD.

Atoms and positions in Å:
C 0.5602 0.0119 1.3761
C -1.2244 -0.4020 0.1794
C 0.9202 0.0970 -0.0706
C -2.6592 -0.5188 -0.1438
N -0.6833 -0.3465 1.4689
N -0.3568 -0.2250 -0.7525
N 1.1874 1.5846 -0.6577
N 2.2610 -0.7421 -0.4176
O 0.9006 2.4696 0.0922
O 3.2669 -0.1236 -0.3160
O 1.5688 1.6616 -1.7623
O 2.0555 -1.9015 -0.6577
H 1.2323 0.0789 2.2275
H -3.1939 -1.5891 0.0680
H -2.7134 -0.1072 -1.1788
H -3.1220 0.0520 0.5450

Output
E = -18355.344 eV
gap between HOMO and LUMO = 9.6 eV
maximum force = 0.074 hartree/bohr
LUMO level = -1.57 eV
relative energy (zero: lowest compared OMol25 entry of this formula, charge and spin) = 202.32 kcal per mole
net charge = 0

Taken from the Löwdin analysis, the atomic charges in e are: -0.014 -0.387 -0.193 -0.006 0.161 0.185 -0.355 -0.325 0.109 0.133 0.144 0.126 0.137 0.155 0.103 0.027